Below is the molecule H3OPS2, with properties calculated with the ωB97M-V functional and the def2-TZVPD basis.

LUMO level (hartree): 0.0074
Multiplicity: 1
Energy relative to the best compared isomer or geometry (same formula, charge and spin) (kJ/mol): 49.4
SMILES: O[P@@H](=S)S
Gap between HOMO and LUMO (eV): 9.5107
Largest force on an atom (eV/Å): 2.560

Last column: Löwdin charge in e.
Element x y z (Å)
O (-0.743, -1.205, -0.069)  -0.36
P (-0.236, 0.288, -0.505)  -0.01
S (-1.078, 1.603, 0.591)  0.20
S (1.966, 0.222, -0.062)  0.38
H (-1.028, -1.254, 0.847)  0.05
H (-0.258, 0.030, -1.904)  0.01
H (1.377, 0.316, 1.102)  -0.26

Forces on atoms 1 to 6 (eV/Å):
O 0.4 0.4 -1.0
P 1.5 -1.9 0.9
S -0.2 0.5 -0.5
S -1.6 0.0 -1.3
H -0.1 0.2 0.2
H -0.2 0.6 0.4

Below is a structure of composition C44H37BeClO8S2, with properties calculated with the ωB97M-V functional and the def2-TZVPD basis.

LUMO level (hartree): -0.0144
Multiplicity: 1
Energy relative to the best compared isomer or geometry (same formula, charge and spin) (kJ/mol): 0.0
Gap between HOMO and LUMO (eV): 7.7219
Largest force on an atom (eV/Å): 0.212

Last column: Löwdin charge in e.
Element x y z (Å)
Be (0.163, 2.154, 1.456)  0.05
O (1.594, 4.443, -0.617)  -0.26
Cl (1.724, 3.646, 0.547)  0.79
O (2.950, 3.847, 1.214)  -0.23
O (1.510, 2.212, 0.238)  -0.28
O (0.578, 3.865, 1.475)  -0.26
C (-6.781, 3.695, -2.517)  -0.05
C (-5.575, 3.039, -1.904)  -0.26
C (-5.355, 1.672, -2.056)  -0.03
C (-4.237, 1.065, -1.509)  -0.06
C (-3.326, 1.846, -0.814)  -0.36
C (-3.519, 3.205, -0.635)  -0.05
C (-4.649, 3.790, -1.183)  -0.02
S (-1.897, 1.021, -0.159)  1.17
O (-1.267, 2.099, 0.728)  -0.41
C (-0.872, 0.993, -1.618)  -0.29
C (-0.358, 2.216, -2.101)  -0.05
C (0.513, 2.203, -3.142)  0.01
C (0.916, 0.977, -3.733)  -0.14
C (1.868, 0.945, -4.780)  -0.02
C (2.269, -0.242, -5.321)  -0.07
C (1.735, -1.458, -4.842)  -0.06
C (0.809, -1.459, -3.840)  -0.01
C (0.375, -0.241, -3.259)  -0.12
C (-0.559, -0.218, -2.179)  -0.15
C (-1.195, -1.491, -1.727)  -0.17
C (-2.187, -2.095, -2.561)  -0.12
C (-2.639, -1.486, -3.761)  -0.02
C (-3.607, -2.078, -4.522)  -0.07
C (-4.171, -3.311, -4.131)  -0.08
C (-3.756, -3.917, -2.981)  -0.03
C (-2.761, -3.325, -2.166)  -0.15
C (-2.345, -3.928, -0.952)  -0.01
C (-1.425, -3.324, -0.152)  -0.04
C (-0.847, -2.101, -0.551)  -0.28
S (0.238, -1.282, 0.652)  1.01
O (0.046, -2.089, 1.883)  -0.47
C (1.799, -1.735, -0.089)  -0.35
C (2.486, -0.795, -0.836)  -0.06
C (3.697, -1.149, -1.412)  -0.02
C (4.235, -2.417, -1.221)  -0.27
C (5.561, -2.794, -1.823)  -0.05
C (3.537, -3.331, -0.431)  -0.03
C (2.322, -2.998, 0.139)  -0.05
H (-7.583, 2.977, -2.677)  0.08
H (-6.527, 4.132, -3.485)  0.09
H (-7.157, 4.497, -1.882)  0.08
H (-6.073, 1.071, -2.601)  0.12
H (-4.077, -0.002, -1.624)  0.11
H (-2.805, 3.785, -0.066)  0.12
H (-4.817, 4.851, -1.043)  0.12
H (-0.632, 3.144, -1.617)  0.12
H (0.936, 3.130, -3.509)  0.13
H (2.279, 1.881, -5.136)  0.12
H (3.002, -0.256, -6.117)  0.11
H (2.070, -2.395, -5.268)  0.11
H (0.413, -2.393, -3.463)  0.13
H (-2.212, -0.541, -4.072)  0.12
H (-3.942, -1.599, -5.433)  0.11
H (-4.934, -3.771, -4.745)  0.10
H (-4.186, -4.861, -2.669)  0.11
H (-2.793, -4.870, -0.657)  0.12
H (-1.136, -3.737, 0.805)  0.11
H (2.101, 0.212, -0.934)  0.10
H (4.243, -0.419, -1.997)  0.12
H (5.958, -1.990, -2.441)  0.07
H (5.467, -3.687, -2.444)  0.08
H (6.292, -3.014, -1.044)  0.08
H (3.960, -4.314, -0.253)  0.12
H (1.788, -3.691, 0.779)  0.12
C (2.305, 0.276, 8.850)  -0.05
C (2.081, 0.397, 7.367)  -0.27
C (1.757, 1.612, 6.787)  -0.02
C (1.551, 1.742, 5.416)  -0.19
C (1.219, 3.109, 4.875)  -0.03
C (1.689, 0.612, 4.601)  -0.04
C (2.049, -0.625, 5.162)  -0.18
C (2.244, -1.869, 4.334)  -0.03
C (2.220, -0.709, 6.538)  -0.01
C (1.479, 0.704, 3.115)  -0.49
O (2.226, 0.165, 2.321)  0.07
O (0.421, 1.395, 2.747)  -0.02
H (1.948, 1.160, 9.377)  0.07
H (3.367, 0.159, 9.073)  0.08
H (1.788, -0.596, 9.255)  0.08
H (1.661, 2.492, 7.415)  0.11
H (1.436, 3.868, 5.627)  0.08
H (0.166, 3.181, 4.605)  0.09
H (1.797, 3.344, 3.982)  0.07
H (1.407, -2.035, 3.659)  0.05
H (2.349, -2.735, 4.989)  0.07
H (3.136, -1.787, 3.713)  0.09
H (2.476, -1.669, 6.974)  0.11

Forces on atoms 1 to 6 (eV/Å):
Be 0.1 -0.1 0.1
O -0.1 0.0 0.0
Cl 0.1 0.1 0.1
O 0.0 0.0 -0.1
O -0.1 -0.1 0.1
O 0.0 0.0 0.0

Below is a cluster of 3 separate species, C23H62BN10O5P2 in total, with properties calculated with the ωB97M-V functional and the def2-TZVPD basis.

LUMO level (hartree): -0.1013
Net charge: +1
Multiplicity: 1
Gap between HOMO and LUMO (eV): 7.0419
Largest force on an atom (eV/Å): 5.632

Last column: Löwdin charge in e.
Element x y z (Å)
C (0.138, -1.942, -0.808)  0.08
C (1.186, -1.247, -0.336)  -0.12
N (1.492, -1.084, 1.090)  -0.16
C (2.473, -2.193, 1.556)  -0.10
C (3.415, -2.756, 0.510)  -0.15
C (4.584, -1.866, 0.097)  -0.24
O (4.229, -0.919, -0.895)  -0.05
C (0.296, -1.300, 2.009)  -0.11
C (-0.674, -0.136, 2.162)  -0.15
C (-1.517, 0.294, 0.950)  -0.17
C (-2.861, -0.457, 0.806)  -0.18
N (-2.901, -1.418, -0.325)  0.03
C (-3.311, -2.724, 0.094)  -0.54
N (-4.316, -3.318, -0.398)  0.16
N (-2.555, -3.420, 1.076)  0.10
C (2.161, 0.222, 1.424)  0.02
B (1.844, 1.483, 0.466)  -0.64
O (2.439, 1.666, -0.764)  0.16
O (0.917, 2.378, 0.915)  0.17
H (-0.464, -1.531, -1.610)  0.08
H (-0.120, -2.931, -0.447)  0.07
H (1.899, -0.900, -1.075)  0.12
H (3.052, -1.843, 2.408)  0.14
H (1.880, -3.019, 1.945)  0.13
H (2.929, -3.211, -0.352)  0.12
H (3.901, -3.605, 1.002)  0.13
H (5.059, -1.424, 0.978)  0.12
H (5.330, -2.541, -0.329)  0.12
H (4.742, -1.090, -1.685)  0.10
H (-0.174, -2.255, 1.801)  0.11
H (0.758, -1.439, 2.987)  0.14
H (-0.179, 0.754, 2.549)  0.10
H (-1.375, -0.422, 2.950)  0.12
H (-0.978, 0.324, 0.011)  0.09
H (-1.810, 1.325, 1.153)  0.11
H (-3.620, 0.300, 0.606)  0.12
H (-3.166, -0.908, 1.750)  0.11
H (-3.574, -1.093, -1.006)  0.11
H (-4.760, -2.733, -1.106)  0.04
H (-2.536, -2.960, 1.974)  0.07
H (-1.635, -3.675, 0.756)  0.05
H (3.244, 0.114, 1.450)  0.12
H (1.889, 0.522, 2.433)  0.13
H (1.771, 1.534, -1.443)  0.12
H (1.302, 3.266, 0.886)  0.12
O (2.162, 4.056, 3.303)  -0.30
P (2.806, 4.985, 4.307)  0.70
N (4.453, 4.491, 4.205)  -0.34
C (4.952, 3.248, 4.748)  -0.12
C (5.046, 4.765, 2.903)  -0.14
N (1.932, 4.460, 5.701)  -0.32
C (2.515, 3.793, 6.842)  -0.13
C (0.584, 3.957, 5.458)  -0.14
N (3.218, 6.444, 5.076)  -0.32
C (4.504, 6.830, 5.631)  -0.10
C (2.114, 7.293, 5.518)  -0.12
H (6.044, 3.280, 4.778)  0.09
H (4.644, 2.370, 4.158)  0.08
H (4.647, 3.088, 5.779)  0.05
H (4.908, 5.817, 2.636)  0.08
H (4.599, 4.152, 2.109)  0.07
H (6.121, 4.579, 2.923)  0.08
H (2.734, 2.736, 6.637)  0.08
H (1.824, 3.827, 7.688)  0.08
H (3.424, 4.289, 7.186)  0.07
H (0.584, 2.904, 5.143)  0.07
H (0.082, 4.540, 4.690)  0.07
H (-0.013, 4.042, 6.369)  0.08
H (4.769, 6.221, 6.499)  0.08
H (4.473, 7.873, 5.949)  0.08
H (5.307, 6.770, 4.902)  0.07
H (1.907, 7.146, 6.582)  0.09
H (1.203, 7.073, 4.963)  0.07
H (2.338, 8.348, 5.347)  0.08
O (-4.275, -2.514, -3.960)  -0.31
P (-4.302, -3.306, -5.244)  0.69
N (-2.665, -3.839, -5.331)  -0.34
C (-1.557, -2.974, -5.665)  -0.12
C (-2.310, -4.746, -4.249)  -0.14
N (-4.750, -2.023, -6.308)  -0.32
C (-3.915, -1.488, -7.359)  -0.14
C (-5.564, -0.962, -5.724)  -0.14
N (-4.811, -4.466, -6.380)  -0.32
C (-3.986, -5.309, -7.227)  -0.10
C (-6.210, -4.414, -6.796)  -0.12
H (-0.680, -3.584, -5.895)  0.08
H (-1.297, -2.280, -4.849)  0.08
H (-1.736, -2.389, -6.562)  0.05
H (-3.020, -5.578, -4.201)  0.08
H (-2.313, -4.243, -3.272)  0.07
H (-1.322, -5.178, -4.417)  0.08
H (-3.128, -0.828, -6.968)  0.08
H (-4.520, -0.900, -8.054)  0.08
H (-3.459, -2.277, -7.961)  0.07
H (-4.958, -0.218, -5.189)  0.08
H (-6.293, -1.369, -5.027)  0.07
H (-6.123, -0.448, -6.509)  0.08
H (-3.439, -4.725, -7.971)  0.08
H (-4.613, -6.028, -7.759)  0.08
H (-3.277, -5.904, -6.658)  0.07
H (-6.319, -3.883, -7.746)  0.09
H (-6.821, -3.905, -6.051)  0.08
H (-6.624, -5.419, -6.907)  0.08

Forces on atoms 1 to 6 (eV/Å):
C 0.5 -0.3 0.5
C -1.1 0.1 -1.0
N 1.6 -2.2 1.1
C 0.0 -0.9 -0.3
C 0.7 0.1 0.4
C 0.2 -1.0 -0.7

Below is the ion C4H7ClP with charge +1, with properties calculated with the ωB97M-V functional and the def2-TZVPD basis.

LUMO level (spin up / spin down) (hartree): -0.2478 / -0.2377
Net charge: +1
Multiplicity: 1
Energy relative to the best compared isomer or geometry (same formula, charge and spin) (kJ/mol): 575.3
Gap between HOMO and LUMO (spin up / spin down) (eV): 7.5723 / 7.6345
Largest force on an atom (eV/Å): 4.498

Last column: Löwdin charge in e.
Element x y z (Å)
C (-0.383, 0.122, 1.727)  -0.03
C (-0.179, 0.794, -0.434)  -0.06
C (0.742, 1.795, -0.228)  -0.13
C (-1.393, -2.051, -0.320)  -0.12
P (-1.340, -0.272, 0.417)  0.32
Cl (-2.860, 0.674, -0.402)  0.48
H (-0.399, 1.079, 2.255)  0.03
H (0.440, 2.640, -0.953)  0.17
H (1.698, 1.528, -0.532)  0.11
H (0.702, 2.174, 0.805)  0.09
H (-0.566, -2.786, -0.155)  0.10
H (-1.445, -1.901, -1.308)  0.00
H (-2.285, -2.377, 0.145)  0.04

Forces on atoms 1 to 6 (eV/Å):
C -0.5 0.4 -2.0
C -0.6 -3.0 1.6
C -1.8 4.0 0.8
C 1.6 0.9 4.1
P 1.8 -1.8 -0.8
Cl -1.4 0.2 -0.1